Version i
Here is a single C7H8O2 molecule from the OMol25 dataset. Energies are from the ωB97M-V functional and the def2-TZVPD basis.

ORCA input file:
```
! wB97M-V def2-TZVPD RIJCOSX def2/J DEFGRID3
* xyz 0 1
C -1.64783 -0.98860 0.00057
C 0.55708 -0.35939 -0.00777
C 1.76143 -0.90076 0.69129
C 1.83659 -0.37367 -0.71895
C -0.22208 0.86854 0.39158
C -1.20466 1.43701 -0.58291
C -1.63552 0.43406 0.48964
H 1.77859 -1.96989 0.83439
H 2.22296 -0.25420 1.47563
H 1.96907 -1.12350 -1.50200
H 2.39817 0.54115 -0.91477
H 0.22254 1.53728 1.14674
H -1.56215 2.43347 -0.48530
H -1.15062 1.04165 -1.60970
H -2.32494 0.72393 1.27767
O -2.60195 -1.70000 -0.08287
O -0.39670 -1.34708 -0.40324
*
```

Values from the calculation:
* LUMO: 0.89 eV
* SMILES: O=C1OC2(CC2)[C@H]2C[C@@H]12


Version ii
Here is a single C7H8O2 molecule from the OMol25 dataset. Energies are from the ωB97M-V functional and the def2-TZVPD basis.

ORCA input file:
```
! wB97M-V def2-TZVPD RIJCOSX def2/J DEFGRID3
* xyz 0 1
C -1.33062 -0.65248 -0.98685
C 0.15870 -0.63186 1.02719
C 1.32344 -0.23606 -0.71013
C 0.99520 1.20375 -0.70733
C -0.09693 1.59375 0.07992
C -0.75707 0.55974 0.88968
C 0.18990 -1.03813 -0.54195
H -1.85786 -1.59047 -1.36616
H -1.32684 0.25134 -1.72796
H 0.00603 -1.42588 1.79719
H 2.27481 -0.37393 -1.36596
H 1.31991 1.98574 -1.17588
H -0.35247 2.68119 0.15262
H -1.05326 0.83281 1.89817
H 0.26872 -2.17297 -0.76006
O 1.62562 -0.59235 0.83130
O -1.89746 -0.03016 0.19929
*
```

Values from the calculation:
* LUMO: 0.68 eV
* SMILES: C1=C[C@H]2OC[C@@H]3[C@H]2O[C@H]13


Version iii
Here is C7H8O2 as an isolated structure from the OMol25 dataset. Energies are from the ωB97M-V functional and the def2-TZVPD basis.

ORCA input file:
```
! wB97M-V def2-TZVPD RIJCOSX def2/J DEFGRID3
* xyz 0 1
C 1.44290 -1.41497 -0.40810
C 0.12363 -1.12109 -0.58773
C 2.23125 -0.37026 0.14415
C 0.95336 1.08706 -0.25979
C -0.31320 0.20215 -0.05311
C -0.67166 0.17352 1.44286
C -1.59182 0.72633 -0.84340
O 3.35373 -0.22814 0.60655
O 1.09174 2.17140 -0.65358
H 1.92827 -2.40852 -0.44486
H -0.63236 -1.94556 -0.81975
H -0.16938 -0.76299 1.74126
H -1.85432 0.20451 1.55983
H -0.11847 1.10224 1.72416
H -1.43003 0.92301 -1.89297
H -2.04042 1.70570 -0.42665
H -2.30322 -0.04441 -0.82886
*
```

Values from the calculation:
* LUMO: -0.43 eV


version i has the most favorable energy; the next structure is 166.9 kJ/mol above.


Version i
Here is a single C7H8O2 molecule from the OMol25 dataset. Energies are from the ωB97M-V functional and the def2-TZVPD basis.

ORCA input file:
```
! wB97M-V def2-TZVPD RIJCOSX def2/J DEFGRID3
* xyz 0 1
C 0.65482 1.39486 -1.08583
C 1.37974 0.29469 -1.52892
C 0.81764 -1.00629 -1.51717
C -0.40698 -1.15162 -0.79001
C -0.04207 -1.11489 0.85729
O -0.72508 -2.15739 0.16376
C -0.63097 -0.00163 1.46029
C -0.02884 1.27137 1.18068
O -0.63928 2.33527 1.03413
H 1.17952 2.31338 -0.79115
H -0.42709 1.45391 -1.28141
H 2.41201 0.43991 -1.88325
H 1.30243 -1.88298 -1.97690
H -1.30420 -0.60410 -1.14740
H 0.98056 -1.45965 1.10989
H -1.52894 -0.07370 2.06875
H 1.10410 1.27821 1.16420
*
```

Values from the calculation:
* LUMO (spin up / spin down): -1.06 / -0.86 eV


Version ii
Here is a single C7H8O2 molecule from the OMol25 dataset. Energies are from the ωB97M-V functional and the def2-TZVPD basis.

ORCA input file:
```
! wB97M-V def2-TZVPD RIJCOSX def2/J DEFGRID3
* xyz 0 1
C 1.29365 0.36968 -0.69236
C 0.19691 0.79980 1.44365
C -1.13351 1.40033 1.09387
C -2.06777 0.70550 0.39493
C -1.54908 -0.49709 -0.25408
C -0.80020 -1.34541 -0.69153
C 0.47062 -1.81189 -1.15057
H 0.36436 0.55050 -1.27617
H 2.14627 0.78859 -1.23001
H 0.04710 -0.29758 1.47832
H 0.64638 1.15148 2.36771
H -1.38208 2.40098 1.41598
H -3.06281 1.06900 0.11559
H 0.67014 -2.82284 -0.78650
H 0.48542 -1.73854 -2.24180
O 1.24216 1.14090 0.48625
O 1.46053 -0.99429 -0.57457
*
```

Values from the calculation:
* LUMO: 0.68 eV
* SMILES: C1#CCOCOC/C=C\1


version ii has the most favorable energy; the next structure is 282.2 kJ/mol above.


Version i
Here is C10H28CuO8 as an isolated structure from the OMol25 dataset. Energies are from the ωB97M-V functional and the def2-TZVPD basis.

ORCA input file:
```
! wB97M-V def2-TZVPD RIJCOSX def2/J DEFGRID3
* xyz 0 2
Cu -17.93241 13.86443 11.75424
C -14.46027 11.35860 10.41659
C -15.03717 12.14695 11.56686
O -16.33169 12.57339 11.32181
H -14.97405 10.45394 10.07094
H -13.47723 10.96592 10.70898
H -14.31337 11.83467 9.44014
H -14.36350 12.97515 11.86292
H -15.04478 11.46442 12.43661
C -19.03766 11.80105 8.85928
C -20.02034 12.07161 10.00344
O -19.59546 12.89040 11.01052
H -18.79232 12.72383 8.33266
H -19.36918 11.14206 8.04631
H -18.11965 11.27982 9.15817
H -20.38612 11.07585 10.29965
H -20.85060 12.51774 9.42388
C -16.85367 14.45973 8.82768
C -15.49897 14.76472 8.28476
O -14.46419 14.39603 9.19009
O -17.19532 15.32879 9.89095
H -17.01857 13.40167 9.04206
H -17.61089 14.46892 8.02467
H -15.37144 15.80358 7.96732
H -15.27414 14.16778 7.39070
H -14.76825 13.71687 9.80623
H -16.52383 16.01210 9.96284
C -19.21664 12.63276 14.61634
C -20.06925 11.51040 14.03399
O -21.05197 12.03800 13.16131
O -18.07909 12.83195 13.78345
H -18.92544 12.34048 15.63574
H -19.79615 13.53507 14.82759
H -20.54755 10.91917 14.81374
H -19.43852 10.87482 13.40496
H -20.59859 12.38244 12.34909
H -17.28066 12.68959 14.29572
C -16.68095 16.27208 13.54933
C -18.04368 16.77470 13.05967
O -18.88353 15.73772 12.54677
O -16.29784 15.06471 12.91865
H -16.67540 16.11524 14.63536
H -16.01528 17.13532 13.45422
H -17.80966 17.42686 12.21260
H -18.58867 17.34937 13.80498
H -19.74755 15.80590 12.96118
H -15.38241 15.16125 12.63600
*
```

Values from the calculation:
* LUMO (spin up / spin down): 0.01 / -1.10 eV


Version ii
Here is C10H28CuO8 as an isolated structure from the OMol25 dataset. Energies are from the ωB97M-V functional and the def2-TZVPD basis.

ORCA input file:
```
! wB97M-V def2-TZVPD RIJCOSX def2/J DEFGRID3
* xyz 0 2
Cu 0.19956 0.08190 -0.15431
C -0.10920 -0.96110 -4.11516
C 0.02381 0.45888 -3.54179
O 0.13781 0.60596 -2.16935
H -1.17142 -1.19936 -4.27563
H 0.23832 -1.78431 -3.50669
H 0.29236 -0.97395 -5.13033
H -0.77287 1.08922 -3.96490
H 0.95286 0.85573 -3.98839
C 2.94037 2.74587 1.97176
C 3.03685 1.38378 1.25233
O 1.86620 0.76189 0.96503
H 3.83930 3.13662 2.44519
H 2.18186 2.64985 2.75588
H 2.60823 3.42486 1.18299
H 3.69564 0.70125 1.82701
H 3.67861 1.59599 0.37442
C -1.08894 2.48903 1.64814
C -2.26959 3.42988 1.68490
O -2.16998 4.70703 1.07536
O -0.80773 2.02616 0.33948
H -1.46345 1.68815 2.30108
H -0.14711 2.78930 2.10839
H -2.54668 3.52366 2.74349
H -3.08356 2.88595 1.17933
H -2.98352 5.16603 1.29838
H -1.41413 2.36621 -0.32602
C 1.60785 -4.06249 -0.18098
C 1.78275 -2.68790 -0.86983
O 0.51469 -2.05367 -0.93450
O 0.73168 -4.83303 -1.03611
H 1.07546 -3.93451 0.76225
H 2.62279 -4.43803 -0.01995
H 2.09329 -2.90458 -1.89367
H 2.40757 -2.08040 -0.21414
H 0.06742 -2.14580 -1.77350
H 0.17726 -5.28890 -0.39750
C -1.56696 -1.60150 1.62119
C -2.53874 -0.85330 0.69236
O -2.05436 -0.62080 -0.63088
O -0.34331 -0.85631 1.69765
H -1.28089 -2.58927 1.24384
H -2.01945 -1.76816 2.59975
H -2.63970 0.09765 1.22547
H -3.51331 -1.33845 0.74568
H -2.78218 -0.85486 -1.21415
H -0.00546 -0.83016 2.59642
*
```

Values from the calculation:
* LUMO (spin up / spin down): 0.10 / -0.74 eV


version i has the most favorable energy; the next structure is 80.5 kJ/mol above.


Version i
Here is a 2-piece molecular cluster, H5NO3Si overall from the OMol25 dataset. Energies are from the ωB97M-V functional and the def2-TZVPD basis.

ORCA input file:
```
! wB97M-V def2-TZVPD RIJCOSX def2/J DEFGRID3
* xyz 0 1
N -0.69503 1.01980 0.69323
O -0.98735 -1.88851 0.88935
O 1.93338 -0.59929 -0.20871
O -0.87279 -0.68990 -1.44319
Si -0.45707 -0.56356 0.13810
H -1.23671 1.53180 -0.03033
H -0.15246 1.45683 1.35121
H -1.47570 -2.62982 0.44884
H 2.10329 0.22610 0.34166
H -0.05648 -0.78410 -1.96244
*
```

Values from the calculation:
* LUMO: 0.05 eV


Version ii
Here is a single H5NO3Si molecule from the OMol25 dataset. Energies are from the ωB97M-V functional and the def2-TZVPD basis.

ORCA input file:
```
! wB97M-V def2-TZVPD RIJCOSX def2/J DEFGRID3
* xyz 0 1
N 1.61010 0.12684 -0.64223
O -0.61643 1.57242 0.54518
O -0.57736 -1.03380 1.26124
O -1.26959 -0.30495 -1.27658
Si -0.35288 0.06068 0.09932
H 1.75707 1.06115 -1.00548
H 2.40941 -0.02016 0.05523
H -0.61745 1.63756 1.44685
H -0.64566 -1.98433 1.09654
H -1.69721 -1.11541 -1.58006
*
```

Values from the calculation:
* LUMO: 0.22 eV
* SMILES: N[Si](O)(O)O


version ii has the most favorable energy; the next structure is 148.6 kJ/mol above.


Version i
Here is an isolated ion of composition C5H9FN and charge +1 from the OMol25 dataset. Energies are from the ωB97M-V functional and the def2-TZVPD basis.

ORCA input file:
```
! wB97M-V def2-TZVPD RIJCOSX def2/J DEFGRID3
* xyz 1 1
C 1.53649 -1.12334 0.08684
C -0.02243 0.64972 -1.05430
C -0.73088 0.80990 1.31969
C 0.32713 -0.80596 -0.81926
C 0.17653 -1.29868 0.56018
N -1.06073 1.11869 -0.05859
F -0.47508 -2.32564 1.04996
H 2.12456 -2.01360 -0.10225
H 2.12401 -0.29011 0.44273
H 0.85872 1.28104 -0.92738
H -0.41607 0.79530 -2.06212
H -1.54264 0.53989 1.96819
H 0.11590 1.32639 1.73475
H 0.11558 -1.46608 -1.65105
H -1.17480 2.13375 -0.20037
H -1.95630 0.66875 -0.28701
*
```

Values from the calculation:
* LUMO (spin up / spin down): -4.24 / -4.24 eV


Version ii
Here is an isolated ion of composition C5H9FN and charge +1 from the OMol25 dataset. Energies are from the ωB97M-V functional and the def2-TZVPD basis.

ORCA input file:
```
! wB97M-V def2-TZVPD RIJCOSX def2/J DEFGRID3
* xyz 1 1
C 1.25946 1.08887 0.83924
C -0.76924 0.51125 -0.76062
C -0.54765 -1.61893 0.40208
C 0.60188 0.84835 -0.44603
C 1.48097 -0.19492 0.09095
N -1.43300 -0.63853 -0.00233
F 2.58132 -0.79755 -0.32014
H 2.13540 1.79364 0.82143
H 0.73577 1.17244 1.81200
H -1.52899 1.44420 -0.60041
H -0.81922 0.24689 -1.80893
H -0.19058 -2.30597 -0.35769
H -0.60084 -1.90236 1.37658
H 1.06682 1.37409 -1.25159
H -1.75388 -0.15678 0.79815
H -2.21821 -0.86468 -0.59268
*
```

Values from the calculation:
* LUMO (spin up / spin down): -4.70 / -4.53 eV


Version iii
Here is an isolated ion of composition C5H9FN and charge +1 from the OMol25 dataset. Energies are from the ωB97M-V functional and the def2-TZVPD basis.

ORCA input file:
```
! wB97M-V def2-TZVPD RIJCOSX def2/J DEFGRID3
* xyz 1 1
C -1.18945 -0.96544 0.75592
C 0.70123 -0.45053 -0.82462
C -0.22594 1.51857 0.01294
C -0.76625 -0.83034 -0.76955
C -1.50980 0.23614 -0.05200
N 0.93914 0.67405 0.22050
F -2.74369 0.56172 -0.29046
H -2.02522 -1.59130 0.93707
H -0.27655 -0.92238 1.32645
H 1.22488 -1.38339 -0.51252
H 1.19643 -0.24180 -1.81387
H -0.36604 2.02077 -0.93254
H -0.36940 2.24043 0.85123
H -1.21857 -1.29316 -1.69659
H 1.06709 0.39087 1.25292
H 1.87674 1.01775 0.07676
*
```

Values from the calculation:
* LUMO: -3.69 eV
* SMILES: F[C@]12C[NH2+]C[C@H]1C2


version iii has the most favorable energy; the next structure is 115.3 kJ/mol above.


Version i
Here is a 2-piece molecular cluster, C2H3ClS overall from the OMol25 dataset. Energies are from the ωB97M-V functional and the def2-TZVPD basis.

ORCA input file:
```
! wB97M-V def2-TZVPD RIJCOSX def2/J DEFGRID3
* xyz 0 1
C 0.14099 0.71185 0.46464
C 0.18182 -0.49570 -0.35857
S 1.25779 -0.64978 0.97100
Cl 0.52814 -0.62333 -2.01194
H 0.59702 1.62992 0.10735
H -0.69589 0.85418 1.13188
H -2.00987 -1.42715 -0.30437
*
```

Values from the calculation:
* LUMO (spin up / spin down): -0.48 / -0.65 eV


Version ii
Here is C2H3ClS as an isolated structure from the OMol25 dataset. Energies are from the ωB97M-V functional and the def2-TZVPD basis.

ORCA input file:
```
! wB97M-V def2-TZVPD RIJCOSX def2/J DEFGRID3
* xyz 0 1
C -0.61213 0.51887 -0.39537
C 0.67812 -0.15458 -0.08902
S -0.14854 -0.93695 -1.35341
Cl 0.52319 -1.13139 1.93947
H -1.46255 0.12601 0.28718
H -0.68367 1.53657 -0.65185
H 1.70558 0.04147 0.26300
*
```

Values from the calculation:
* LUMO: -0.47 eV


version ii has the most favorable energy; the next structure is 264.7 kJ/mol above.